Entry 1:
Density functional theory data (the ωB97M-V functional and the def2-TZVPD basis) for C16H26AuF4N5O3 as an isolated structure.

Element x y z (Å)
Au -0.238 -0.542 0.416
C -1.452 -0.819 3.815
C -2.406 -0.472 2.685
N -1.868 0.446 1.627
C -1.332 1.687 2.250
C -0.776 2.729 1.293
C -2.952 0.684 0.646
C -2.502 1.015 -0.763
N -1.447 0.086 -1.186
C -1.257 -0.242 -2.472
C -0.335 -1.282 -2.803
F 0.336 -1.881 -1.829
C -0.137 -1.700 -4.088
F 0.717 -2.687 -4.310
C -0.805 -1.102 -5.145
C -1.671 -0.051 -4.877
F -2.282 0.570 -5.871
C -1.891 0.387 -3.598
F -2.656 1.456 -3.440
H -1.892 -1.636 4.388
H -1.299 0.012 4.504
H -0.485 -1.152 3.439
H -3.298 0.015 3.095
H -2.734 -1.376 2.177
H -0.551 1.376 2.940
H -2.141 2.121 2.848
H -0.051 2.294 0.595
H -0.256 3.485 1.881
H -1.554 3.246 0.731
H -3.603 1.485 1.006
H -3.547 -0.227 0.610
H -2.126 2.032 -0.849
H -3.376 0.942 -1.399
H -0.644 -1.435 -6.163
N 3.349 -2.642 2.479
C 2.318 -3.508 1.800
C 1.154 -2.623 1.396
O 0.333 -3.027 0.586
O 1.150 -1.441 1.920
H 4.168 -2.492 1.894
H 3.660 -3.019 3.372
H 2.869 -1.749 2.619
H 1.981 -4.271 2.495
H 2.739 -3.991 0.926
C 1.720 1.735 -2.480
N 2.630 2.122 -1.418
C 2.790 1.389 -0.297
N 3.754 1.815 0.561
O 2.122 0.367 -0.038
H 1.540 2.597 -3.117
H 0.778 1.426 -2.041
H 2.114 0.917 -3.089
H 3.285 2.860 -1.610
H 4.262 2.669 0.417
H 3.795 1.400 1.472

The net charge is +2. Its HOMO energy (spin up / spin down) is -0.538 / -0.551 hartree. Its LUMO energy (spin up / spin down) is -0.189 / -0.299 Eh. The total energy comes out at -45153.3127 eV. The value obtained for the largest force on an atom is 0.55 eV/Å. The multiplicity is 3.

Entry 2:
Density functional theory data (the ωB97M-V functional and the def2-TZVPD basis) for a 2-piece molecular cluster, C16H26F3N4O3 overall in a non-equilibrium geometry.

Element x y z (Å)
C -0.215 -0.341 0.934
C 1.018 0.020 0.028
O 1.428 -1.186 -0.667
C 2.201 0.801 0.707
C 2.372 0.664 2.259
C 1.352 1.532 3.090
N 0.396 1.821 3.648
N 3.739 1.277 2.578
C 3.614 2.493 2.827
O 3.670 3.591 3.147
C 2.471 -0.822 2.805
C 3.089 -0.692 4.243
N 3.603 -0.591 5.257
C 3.514 -1.708 2.000
C 3.684 -3.159 2.612
C 2.326 -3.937 2.730
F 2.532 -5.253 2.375
F 1.829 -3.857 4.007
F 1.372 -3.463 1.827
H -0.081 -1.286 1.538
H -1.065 -0.587 0.223
H -0.604 0.509 1.559
H 0.616 0.687 -0.796
H 1.073 -1.950 -0.181
H 3.160 0.425 0.242
H 2.150 1.888 0.407
H 1.484 -1.318 2.963
H 4.482 -1.133 2.014
H 3.246 -1.845 0.922
H 4.282 -3.151 3.556
H 4.293 -3.738 1.858
C -2.127 2.226 -3.303
N -3.453 1.681 -2.821
C -4.533 2.653 -3.229
C -3.435 1.564 -1.326
C -3.774 0.332 -3.476
C -2.794 -0.789 -3.153
O -1.485 -0.457 -3.588
H -2.078 3.279 -3.023
H -1.319 1.698 -2.810
H -2.079 2.124 -4.385
H -4.323 3.615 -2.762
H -5.492 2.268 -2.886
H -4.522 2.746 -4.314
H -2.614 0.914 -1.030
H -4.389 1.155 -0.995
H -3.283 2.559 -0.907
H -3.787 0.518 -4.552
H -4.776 0.055 -3.148
H -3.111 -1.697 -3.676
H -2.777 -1.008 -2.081
H -0.877 -1.126 -3.246

The net charge is +1. Its HOMO energy is -0.469 hartree. Its LUMO energy is -0.101 Eh. The total energy comes out at -37260.5326 eV. The value obtained for the energy relative to the best compared isomer or geometry (same formula, charge and spin) is 35.3 kcal/mol. The value obtained for the largest force on an atom is 3.60 eV/Å.

Entry 3:
Density functional theory data (the ωB97M-V functional and the def2-TZVPD basis) for C16H26IrOS5 as an isolated structure in a non-equilibrium geometry.

Element x y z (Å)
Ir -0.244 -0.040 0.073
C -2.855 -1.720 -1.244
C -2.168 -1.342 -2.544
S -0.903 -0.013 -2.442
C -1.815 1.573 -2.599
C -2.578 2.058 -1.380
S -1.549 2.159 0.142
C -2.767 1.674 1.436
C -2.077 1.259 2.724
S -0.820 -0.075 2.609
C -1.742 -1.653 2.767
C -2.604 -2.082 1.593
S -1.632 -2.242 0.035
H -3.509 -2.576 -1.432
H -3.467 -0.906 -0.854
H -2.910 -1.051 -3.289
H -1.613 -2.191 -2.946
H -2.504 1.467 -3.438
H -1.038 2.281 -2.892
H -3.447 1.435 -1.178
H -2.929 3.074 -1.577
H -3.411 0.888 1.041
H -3.385 2.552 1.640
H -2.820 0.963 3.465
H -1.513 2.098 3.136
H -2.356 -1.588 3.667
H -0.956 -2.386 2.960
H -3.445 -1.408 1.437
H -3.002 -3.079 1.808
C 2.409 -2.782 -5.557
C 2.521 -1.986 -4.326
C 2.402 -2.570 -3.051
C 2.536 -1.807 -1.910
C 2.826 -0.448 -2.024
C 2.894 0.165 -3.272
C 2.748 -0.597 -4.411
S 2.993 0.572 -0.530
C 4.499 -0.054 0.272
O 1.895 -0.056 0.337
H 2.339 -3.848 -5.362
H 3.266 -2.580 -6.206
H 1.549 -2.475 -6.160
H 2.240 -3.635 -2.963
H 2.437 -2.258 -0.933
H 3.067 1.227 -3.349
H 2.828 -0.132 -5.382
H 4.549 -1.138 0.279
H 4.473 0.323 1.292
H 5.361 0.366 -0.238

The net charge is +3. Its HOMO energy (spin up / spin down) is -0.627 / -0.627 hartree. Its LUMO energy (spin up / spin down) is -0.451 / -0.451 Eh. The total energy comes out at -76048.0315 eV. The value obtained for the energy relative to the best compared isomer or geometry (same formula, charge and spin) is 56.8 kcal/mol. The value obtained for the largest force on an atom is 3.11 eV/Å.

Entry 4:
Density functional theory data (the ωB97M-V functional and the def2-TZVPD basis) for one molecule with the formula C16H26N2O2.

Element x y z (Å)
C -4.940 1.330 5.652
C -3.684 0.610 6.135
O -2.495 1.231 5.686
C -2.091 1.075 4.400
C -2.680 0.240 3.454
C -2.151 0.164 2.180
C -1.028 0.896 1.815
C -0.534 0.763 0.416
O -1.269 0.465 -0.508
N 0.789 1.007 0.246
C 1.439 0.850 -1.034
C 2.382 -0.351 -1.054
C 3.020 -0.593 -2.431
N 2.084 -1.199 -3.353
C 2.535 -2.419 -3.983
C 3.730 -2.278 -4.938
C 1.344 -0.307 -4.227
C -0.153 -0.617 -4.191
C -0.448 1.740 2.761
C -0.973 1.829 4.031
H -5.005 1.313 4.567
H -4.917 2.367 5.977
H -5.821 0.849 6.067
H -3.703 -0.447 5.845
H -3.621 0.666 7.226
H -3.547 -0.355 3.694
H -2.610 -0.473 1.438
H 1.378 1.123 1.055
H 0.638 0.712 -1.760
H 1.993 1.766 -1.273
H 3.175 -0.196 -0.317
H 1.822 -1.245 -0.775
H 3.862 -1.274 -2.287
H 3.424 0.356 -2.814
H 1.688 -2.836 -4.533
H 2.795 -3.128 -3.190
H 4.603 -1.894 -4.414
H 3.980 -3.248 -5.360
H 3.496 -1.599 -5.755
H 1.504 0.724 -3.904
H 1.698 -0.380 -5.266
H -0.692 0.079 -4.829
H -0.538 -0.534 -3.178
H -0.341 -1.627 -4.544
H 0.399 2.360 2.502
H -0.536 2.483 4.769

The net charge is 0. Its HOMO energy is -0.293 hartree. Its LUMO energy is 0.031 Eh. The total energy comes out at -24089.2207 eV. The structure (SMILES) is CCOc1ccc(C(=O)NCCCN(CC)CC)cc1. The value obtained for the energy relative to the best compared isomer or geometry (same formula, charge and spin) is 28.0 kcal/mol. The value obtained for the largest force on an atom is 0.48 eV/Å.

Entry 5:
Density functional theory data (the ωB97M-V functional and the def2-TZVPD basis) for C16H26N2OSe2Te2V as an isolated structure.

Element x y z (Å)
V 0.050 0.189 0.005
Se 0.191 1.870 -1.813
Te -2.314 2.091 -1.716
Te -2.384 3.145 0.781
Se -0.936 1.401 1.925
C 3.744 3.130 1.435
C 4.471 1.814 1.184
N 3.936 0.679 1.935
C 4.601 0.317 3.185
C 4.178 1.161 4.380
C 2.758 0.135 1.574
C 2.186 -0.980 2.405
N 2.078 0.520 0.540
H 4.151 3.908 0.788
H 3.861 3.454 2.467
H 2.675 3.052 1.232
H 5.524 1.901 1.451
H 4.456 1.561 0.119
H 5.675 0.415 3.017
H 4.427 -0.739 3.383
H 4.513 2.193 4.278
H 4.612 0.759 5.296
H 3.093 1.173 4.493
H 2.865 -1.832 2.445
H 1.251 -1.315 1.964
H 1.994 -0.650 3.426
H 2.493 1.295 0.036
C -5.304 -1.022 -4.590
C -4.329 -1.185 -3.461
C -2.998 -1.494 -3.702
C -2.066 -1.648 -2.682
C -0.655 -2.006 -3.060
C -2.496 -1.468 -1.345
C -1.629 -1.546 -0.209
O -0.322 -1.644 -0.275
C -3.856 -1.141 -1.087
C -4.329 -0.858 0.312
C -4.739 -1.019 -2.139
H -4.827 -1.198 -5.554
H -5.720 -0.013 -4.601
H -6.141 -1.716 -4.494
H -2.672 -1.635 -4.727
H -0.624 -2.297 -4.110
H -0.269 -2.823 -2.453
H 0.015 -1.156 -2.922
H -2.048 -1.676 0.786
H -3.686 -0.130 0.813
H -4.349 -1.765 0.922
H -5.337 -0.447 0.292
H -5.771 -0.758 -1.930

The net charge is 0. Its HOMO energy (spin up / spin down) is -0.232 / -0.248 hartree. Its LUMO energy (spin up / spin down) is -0.004 / -0.016 Eh. The total energy comes out at -193010.8704 eV. The value obtained for the energy relative to the best compared isomer or geometry (same formula, charge and spin) is 5.6 kcal/mol. The value obtained for the largest force on an atom is 0.76 eV/Å. The multiplicity is 4.

Entry 6:
Density functional theory data (the ωB97M-V functional and the def2-TZVPD basis) for one molecule with the formula C16H26N6O5S.

Element x y z (Å)
C 0.510 4.784 3.061
S 1.648 3.555 3.731
C 0.502 2.262 4.280
C -0.019 1.333 3.187
O -0.945 0.574 3.425
N 0.608 1.365 1.991
C 0.316 0.375 0.975
C 1.049 -0.927 1.219
O 2.438 -0.670 1.144
C 3.218 -1.808 1.453
C 4.679 -1.436 1.337
N 5.048 -1.047 -0.019
C 5.016 0.365 -0.373
C 5.419 -2.025 -0.875
O 5.417 -3.207 -0.576
C 5.815 -1.567 -2.279
N 6.545 -2.587 -2.989
C 6.205 -3.853 -3.286
N 7.180 -4.436 -3.944
C 8.124 -3.457 -4.016
C 9.447 -3.659 -4.686
N 9.591 -4.910 -5.186
O 10.285 -2.787 -4.766
N 7.782 -2.322 -3.450
C 1.195 1.472 5.438
C 0.401 2.311 6.462
O 1.129 3.361 7.061
C -0.543 2.737 5.319
H 1.120 5.577 2.633
H -0.110 4.353 2.276
H -0.118 5.206 3.842
H 1.442 1.926 1.915
H -0.757 0.188 0.976
H 0.601 0.782 0.005
H 0.786 -1.320 2.208
H 0.757 -1.669 0.465
H 3.005 -2.150 2.475
H 2.989 -2.630 0.764
H 4.903 -0.600 2.000
H 5.288 -2.290 1.630
H 4.606 0.516 -1.371
H 4.355 0.873 0.323
H 6.007 0.822 -0.323
H 4.911 -1.296 -2.830
H 6.466 -0.697 -2.255
H 5.268 -4.293 -2.991
H 8.856 -5.586 -5.072
H 10.451 -5.148 -5.645
H 0.876 0.431 5.427
H 2.282 1.532 5.495
H -0.056 1.758 7.280
H 1.580 3.849 6.360
H -0.834 3.785 5.301
H -1.426 2.102 5.259

The net charge is 0. Its HOMO energy is -0.340 hartree. Its LUMO energy is 0.008 Eh. The total energy comes out at -47027.7340 eV. The structure (SMILES) is CS[C@]1(C(=O)NCCOCCN(C)C(=O)Cn2cnc(C(N)=O)n2)C[C@H](O)C1. The value obtained for the energy relative to the best compared isomer or geometry (same formula, charge and spin) is 39.5 kcal/mol. The value obtained for the largest force on an atom is 0.21 eV/Å.

Entry 7:
Density functional theory data (the ωB97M-V functional and the def2-TZVPD basis) for a 7-piece molecular cluster, C16H26N8O3 overall in a non-equilibrium geometry.

Element x y z (Å)
N 2.327 3.767 -3.417
C 1.086 3.405 -2.859
O 0.350 4.167 -2.342
C 0.655 1.936 -2.915
C 1.216 1.144 -4.105
O 2.111 0.094 -3.700
C 3.402 0.418 -3.617
N 3.986 1.222 -4.610
O 4.044 -0.008 -2.733
H 2.246 4.550 -4.048
H 3.023 3.927 -2.700
H 0.883 1.488 -1.951
H -0.421 1.978 -3.030
H 0.369 0.656 -4.575
H 1.630 1.792 -4.867
H 4.951 1.332 -4.330
H 4.005 0.683 -5.474
C -2.290 0.994 0.291
C -2.388 0.557 -1.101
N -2.469 0.217 -2.178
H -2.911 1.873 0.447
H -2.628 0.198 0.951
H -1.256 1.240 0.527
C 1.328 6.622 0.228
C 2.606 6.124 -0.277
N 3.594 5.725 -0.671
H 0.532 6.342 -0.460
H 1.125 6.191 1.206
H 1.363 7.706 0.315
C -3.769 -2.713 2.922
C -4.116 -1.315 3.185
N -4.386 -0.233 3.396
H -4.449 -3.368 3.463
H -3.851 -2.919 1.856
H -2.743 -2.913 3.247
C -0.948 -3.421 6.233
C -1.092 -3.858 4.846
N -1.202 -4.200 3.766
H -1.565 -2.542 6.411
H -1.260 -4.218 6.905
H 0.093 -3.174 6.434
C -3.694 -2.476 -3.808
C -4.114 -2.816 -5.169
N -4.440 -3.079 -6.226
H -3.165 -1.526 -3.808
H -4.566 -2.396 -3.163
H -3.035 -3.251 -3.423
C 3.530 -4.557 5.481
C 2.800 -3.839 6.526
N 2.232 -3.281 7.337
H 4.244 -3.888 5.005
H 4.064 -5.398 5.917
H 2.832 -4.925 4.731

The net charge is 0. Its HOMO energy is -0.357 hartree. Its LUMO energy is 0.012 Eh. The total energy comes out at -35074.9794 eV. The structure (SMILES) is NC(=O)CCOC(N)=O.CC#N.CC#N.CC#N.CC#N.CC#N.CC#N. The value obtained for the largest force on an atom is 3.22 eV/Å.

Entry 8:
Density functional theory data (the ωB97M-V functional and the def2-TZVPD basis) for C16H27AsAuF5NSeSi3 as an isolated structure in a non-equilibrium geometry.

Element x y z (Å)
Au 0.699 3.026 0.008
N 3.811 2.612 -0.062
C 2.680 2.854 -0.024
Se 0.582 5.688 -0.128
C -2.315 -0.990 -1.686
Si -1.405 -1.351 -0.085
C -2.413 -0.699 1.357
C -1.366 -3.227 0.042
As 0.531 -0.025 -0.078
Si 1.654 -0.760 1.851
C 3.507 -0.540 1.768
C 1.003 0.332 3.225
C 1.318 -2.548 2.328
Si 1.734 -0.850 -1.918
C 1.396 -2.661 -2.301
C 1.129 0.186 -3.355
C 3.579 -0.618 -1.759
H -3.286 -1.495 -1.694
H -1.745 -1.342 -2.551
H -2.483 0.083 -1.816
H -3.453 -1.034 1.314
H -2.402 0.396 1.349
H -1.988 -1.028 2.311
H -2.401 -3.583 0.019
H -0.900 -3.589 0.958
H -0.836 -3.671 -0.803
H 3.765 0.451 1.381
H 3.981 -1.286 1.126
H 3.924 -0.642 2.775
H 1.234 1.379 3.005
H 1.456 0.074 4.187
H -0.083 0.253 3.324
H 1.539 -3.236 1.507
H 0.274 -2.691 2.617
H 1.945 -2.824 3.182
H 0.352 -2.814 -2.588
H 1.606 -3.299 -1.438
H 2.028 -2.991 -3.132
H 0.045 0.108 -3.474
H 1.604 -0.105 -4.296
H 1.357 1.238 -3.162
H 4.025 -1.336 -1.068
H 3.810 0.388 -1.395
H 4.048 -0.750 -2.739
F -1.412 3.509 2.429
C -2.069 3.267 1.279
C -1.365 3.062 0.108
C -2.143 2.802 -1.005
F -1.556 2.551 -2.195
C -3.524 2.754 -0.979
F -4.232 2.498 -2.091
C -4.183 2.959 0.217
F -5.522 2.905 0.270
C -3.449 3.213 1.359
F -4.086 3.394 2.526

The net charge is -1. Its HOMO energy (spin up / spin down) is -0.165 / -0.159 hartree. Its LUMO energy (spin up / spin down) is 0.060 / 0.061 Eh. The total energy comes out at -185621.8005 eV. The value obtained for the energy relative to the best compared isomer or geometry (same formula, charge and spin) is 14.5 kcal/mol. The value obtained for the largest force on an atom is 1.04 eV/Å.

Entry 9:
Density functional theory data (the ωB97M-V functional and the def2-TZVPD basis) for C16H27BF9O10Zr as an isolated structure in a non-equilibrium geometry.

Element x y z (Å)
Zr 1.887 1.282 0.687
B 0.478 0.390 -0.906
H -0.269 -0.155 -1.633
H 1.302 -0.267 -0.463
H 0.963 1.354 -1.294
H -0.062 0.787 0.019
O 0.690 1.925 2.307
C 0.016 3.149 2.290
C -0.029 3.724 0.865
O 1.064 3.427 0.070
H 0.613 3.852 2.891
H -0.996 3.080 2.707
H -0.151 4.821 0.845
H -1.012 3.408 0.447
O 3.617 0.166 0.226
C 4.160 0.183 -1.068
C 4.154 1.571 -1.701
O 3.095 2.454 -1.436
H 3.564 -0.491 -1.701
H 5.201 -0.160 -1.039
H 4.415 1.511 -2.776
H 4.971 2.191 -1.275
C -0.950 -0.820 5.286
C -0.362 -0.560 3.916
O 0.240 -1.778 3.458
C 0.978 -1.764 2.378
O 1.272 -0.723 1.859
C 1.395 -3.185 1.988
F 2.708 -3.391 2.191
F 0.743 -4.127 2.650
F 1.208 -3.353 0.676
H -1.512 -1.747 5.363
H -1.545 0.031 5.611
H -0.099 -0.936 5.963
H 0.434 0.189 3.952
H -1.051 -0.073 3.221
C -3.482 -2.133 -1.368
C -2.860 -1.538 -0.091
O -3.547 -2.124 1.022
C -2.879 -2.994 1.742
O -1.715 -3.248 1.717
C -3.651 -3.495 2.981
F -3.739 -4.827 2.938
F -3.040 -3.130 4.104
F -4.887 -2.972 3.022
H -3.533 -3.214 -1.220
H -2.866 -1.885 -2.232
H -4.473 -1.735 -1.579
H -3.116 -0.486 -0.205
H -1.785 -1.671 -0.134
C 1.505 -0.396 -4.898
C 1.501 0.954 -4.182
O 0.118 1.338 -4.118
C -0.134 2.470 -3.453
O 0.688 3.179 -2.987
C -1.646 2.801 -3.565
F -1.984 3.772 -2.733
F -1.820 3.274 -4.822
F -2.392 1.713 -3.373
H 0.911 -1.094 -4.312
H 2.555 -0.692 -4.957
H 1.140 -0.320 -5.923
H 2.066 1.691 -4.749
H 1.934 0.793 -3.198

The net charge is -1. Its HOMO energy is -0.137 hartree. Its LUMO energy is 0.087 Eh. The total energy comes out at -63920.2666 eV. The value obtained for the largest force on an atom is 5.11 eV/Å.